# 1
The following is a quantum chemistry calculation of a cluster of 2 separate species, C3H12OSi2 in total, from OMol25.

The calculation puts the HOMO-LUMO gap at 9.45 eV. The SMILES is CC[SiH2]C.O=[SiH2]. The value obtained for the energy relative to the best compared isomer or geometry (same formula, charge and spin) is 65.30 kcal/mol.

Geometry as ORCA input:
```
! RIJCOSX wB97M-V def2-TZVPD def2/J DEFGRID3
* xyz 0 1
C 0.35759 1.61925 1.77852
C 0.50316 0.87607 0.46197
Si -1.22301 0.55729 -0.27794
C -0.79972 0.00300 -2.04302
H 1.31465 2.05536 2.06554
H -0.33792 2.43444 1.56026
H -0.00674 1.08233 2.70618
H 1.00403 -0.11342 0.49040
H 1.15800 1.55507 -0.19828
H -2.01977 1.90736 -0.38491
H -2.16291 -0.53926 0.28333
H 0.14610 -0.51919 -2.03052
H -1.57048 -0.51309 -2.51864
H -0.57469 1.06122 -2.59346
O 0.18305 -2.44848 1.01754
Si -1.20761 -3.01076 1.05859
H -1.86502 -4.19992 0.29588
H -2.48497 -2.43248 1.56580
*
```

***

# 2
The following is a quantum chemistry calculation of a cluster of 2 separate species, H2NO3S2 in total, from OMol25.

The calculation puts the HOMO-LUMO gap at 6.29 eV. The value obtained for the energy relative to the best compared isomer or geometry (same formula, charge and spin) is 46.84 kcal/mol.

Geometry as ORCA input:
```
! RIJCOSX wB97M-V def2-TZVPD def2/J DEFGRID3
* xyz -1 1
N 2.43588 1.17051 1.72628
O -0.27464 -1.63045 -1.13182
O -2.03512 -1.65121 0.65531
O -1.89599 0.08934 -1.34889
S 1.78084 0.27992 0.63909
S -1.09171 -0.87462 -0.18370
H 2.23801 2.10306 1.46874
H -1.15726 0.51345 -1.82503
*
```

***

# 3
The following is a quantum chemistry calculation of the molecule C3H5N3OS, from OMol25.

The calculation puts the HOMO-LUMO gap (spin up / spin down) at 6.84 / 7.63 eV. The value obtained for the energy relative to the best compared isomer or geometry (same formula, charge and spin) is 117.76 kcal/mol.

Geometry as ORCA input:
```
! RIJCOSX wB97M-V def2-TZVPD def2/J DEFGRID3
* xyz 0 1
C -1.57211 0.12455 0.76132
C -1.37570 -0.93235 -0.07387
C -0.26145 0.97464 0.67143
N -0.24742 -0.82404 -0.87731
N 0.40675 0.24588 -0.54760
N 2.47752 -0.51767 -2.33629
O 0.46316 1.21460 1.74977
S 2.07379 0.43512 -1.18095
H -2.27091 0.19554 1.62658
H -1.88661 -1.81104 -0.12559
H -0.50596 2.00866 0.21025
H 0.41671 0.40253 2.25665
H 2.28222 -1.51643 -2.13438
*
```

***

# 4
The following is a quantum chemistry calculation of a structure of composition C5H12O3Rh, from OMol25.

The calculation puts the HOMO-LUMO gap (spin up / spin down) at 8.01 / 6.29 eV. The value obtained for the energy relative to the best compared isomer or geometry (same formula, charge and spin) is 11.83 kcal/mol.

Geometry as ORCA input:
```
! RIJCOSX wB97M-V def2-TZVPD def2/J DEFGRID3
* xyz 2 6
C 1.52224 -2.64393 -0.31520
C 1.53511 -1.15704 -0.53222
O 2.29686 -0.47750 0.47062
Rh 4.10042 0.19166 0.42368
H 1.83783 -2.88653 0.70859
H 2.19978 -3.12804 -1.02872
H 0.50316 -3.01853 -0.46861
H 1.97494 -0.84626 -1.49223
O 0.19017 -0.62013 -0.33169
H 1.56794 -0.08917 1.09728
C -3.08085 1.39116 1.03992
O -2.11620 0.66971 0.31602
C -0.99393 1.43879 -0.02952
C -0.07576 0.64322 -0.92103
H -3.90219 0.70551 1.27819
H -2.65978 1.79003 1.97881
H -3.47635 2.23400 0.44667
H -0.44902 1.75954 0.87751
H -1.30303 2.34983 -0.57444
H 0.87254 1.19241 -1.03483
H -0.54389 0.50126 -1.90881
*
```

***

# 5
The following is a quantum chemistry calculation of a structure of composition C3H7NS3, from OMol25.

The calculation puts the HOMO-LUMO gap at 7.06 eV. The value obtained for the energy relative to the best compared isomer or geometry (same formula, charge and spin) is 72.72 kcal/mol.

Geometry as ORCA input:
```
! RIJCOSX wB97M-V def2-TZVPD def2/J DEFGRID3
* xyz 0 1
C 0.89101 0.94353 -1.84476
C 1.55830 -1.28120 0.68274
C -2.26564 0.43409 1.01459
N 0.07068 0.27936 -0.98164
S 2.19055 0.43158 -2.60318
S 0.07897 -1.26829 -0.46610
S -1.40644 1.69271 0.03367
H 0.60849 2.06990 -1.92323
H 1.38040 -0.57587 1.45093
H 2.56155 -1.19635 0.10448
H 1.72180 -2.35752 1.14043
H -2.24393 -0.50540 0.55915
H -3.22535 0.95944 0.83058
H -1.92037 0.37404 2.00233
*
```

***

# 6
The following is a quantum chemistry calculation of a cluster of 2 separate species, C6H13BrIN3O in total, from OMol25.

The calculation puts the HOMO-LUMO gap at 5.41 eV.

Geometry as ORCA input:
```
! RIJCOSX wB97M-V def2-TZVPD def2/J DEFGRID3
* xyz 0 1
C -3.06364 -0.47985 -1.67255
C -1.72872 0.25525 -1.54621
I -1.90113 2.06146 -2.73627
C -0.56563 -0.56840 -2.13431
N 0.41812 -1.01941 -1.13680
C 1.01391 -0.27490 -0.25097
N 0.76671 1.08066 -0.07468
C 0.78442 1.22072 1.39418
C 1.46157 -0.07553 1.93089
Br 0.12353 -1.25725 2.72452
N 1.93739 -0.66817 0.65335
H -3.17530 -0.88189 -2.67566
H -3.07697 -1.28601 -0.93472
H -3.87963 0.19084 -1.42541
H -1.57221 0.53577 -0.51405
H -0.03792 0.00313 -2.89027
H -0.97982 -1.45150 -2.61147
H 0.66072 -1.99834 -1.13965
H 1.39851 1.69231 -0.57005
H -0.21343 1.18961 1.82602
H 1.25270 2.13463 1.74285
H 2.32080 0.10918 2.60790
H 2.11015 -1.66800 0.68432
O 3.17192 0.76941 3.97942
H 2.77393 0.38627 4.76961
*
```

***

no.,electronic energy (hartree)
1,-775.65263
2,-1078.03650
3,-754.85139
4,-533.01387
5,-1367.70225
6,-3347.50552